*1*
{
  "formula": "C2H7N2O",
  "method": "wB97M-V/def2-TZVPD",
  "homo_lumo_gap_ev": 11.81,
  "total_charge": 1,
  "homo_energy_ev": -15.432,
  "spin_multiplicity": 1,
  "smiles": "NC(=O)C[NH3+]",
  "e_lumo_ev": -3.626,
  "elements": ["C", "C", "N", "N", "O", "H", "H", "H", "H", "H", "H", "H"],
  "positions_angstrom": [[0.8158, -0.1450, 0.0842], [-0.5972, 0.5431, -0.0101], [1.9781, 0.4745, 0.0364], [-1.5671, -0.5937, 0.0022], [0.8327, -1.3624, 0.2001], [-0.8062, 1.0814, -0.8729], [-0.6641, 1.2846, 0.8174], [2.1252, 1.4281, -0.1006], [2.7956, -0.0238, -0.2210], [-1.7723, -0.9058, -0.9285], [-2.3544, -0.4363, 0.7255], [-0.7860, -1.3448, 0.2674]]
}

---

*2*
{
  "formula": "C2H7N2O",
  "method": "wB97M-V/def2-TZVPD",
  "homo_lumo_gap_ev": 11.18,
  "total_charge": 1,
  "homo_energy_ev": -15.041,
  "spin_multiplicity": 1,
  "smiles": "CC(=[NH2+])NO",
  "e_lumo_ev": -3.857,
  "elements": ["C", "C", "N", "N", "O", "H", "H", "H", "H", "H", "H", "H"],
  "positions_angstrom": [[-0.0731, 0.0438, -0.1638], [0.5949, 1.1148, -0.9074], [0.2482, -0.1873, 1.1098], [-1.1490, -0.6285, -0.7202], [-0.2490, -1.3428, 1.6959], [1.3180, 0.5782, -1.5549], [-0.1879, 1.7206, -1.3393], [1.2423, 1.7081, -0.2925], [0.7988, 0.3459, 1.8371], [-1.1664, -0.3918, -1.8193], [-1.4566, -1.5646, -0.4404], [0.0799, -1.3964, 2.5948]]
}

---

*3*
{
  "formula": "C2H7N2O",
  "method": "wB97M-V/def2-TZVPD",
  "homo_lumo_gap_ev": 11.16,
  "total_charge": 1,
  "homo_energy_ev": -14.805,
  "spin_multiplicity": 1,
  "e_lumo_ev": -3.646,
  "elements": ["C", "C", "N", "N", "O", "H", "H", "H", "H", "H", "H", "H"],
  "positions_angstrom": [[1.3103, 1.7725, -1.2164], [0.5385, 0.9169, -0.2927], [-0.9270, -1.8570, 0.9241], [-0.4803, 0.6699, 0.3337], [1.7516, 0.4334, -0.5645], [1.1679, 1.8092, -2.3004], [1.8255, 2.5868, -0.6190], [-1.6854, -2.2431, 0.3337], [-1.4322, -1.7028, 1.8013], [-0.6083, -0.9142, 0.4980], [-0.1910, -2.6875, 0.8871], [-1.2696, 1.2159, 0.2150]]
}

---

Quick ranking, most stable first: *1*, *2*, *3*.

---

*1*
{
  "formula": "C2H7N2O",
  "method": "wB97M-V/def2-TZVPD",
  "homo_lumo_gap_ev": [9.39, 9.39],
  "total_charge": 1,
  "homo_energy_ev": [-14.787, -14.788],
  "spin_multiplicity": 1,
  "e_lumo_ev": [-5.394, -5.395],
  "elements": ["C", "C", "N", "N", "O", "H", "H", "H", "H", "H", "H", "H"],
  "positions_angstrom": [[0.4544, -0.7872, 0.5895], [-0.2881, 1.3558, -1.0638], [-0.7894, -1.0327, 0.5102], [1.5945, -1.1357, 0.9397], [0.8594, 0.8944, -0.4316], [0.1400, 2.3336, -1.4425], [-1.1866, 1.6850, -0.3133], [-0.7175, 0.7328, -1.7251], [-1.2314, -2.0162, 0.7919], [-1.3815, -0.4174, -0.0305], [1.8314, -2.1197, 1.4242], [2.5062, -0.6768, 0.6478]]
}

---

*2*
{
  "formula": "C2H7N2O",
  "method": "wB97M-V/def2-TZVPD",
  "homo_lumo_gap_ev": 9.61,
  "total_charge": 1,
  "homo_energy_ev": -14.191,
  "spin_multiplicity": 1,
  "smiles": "NC/[NH+]=C/O",
  "e_lumo_ev": -4.580,
  "elements": ["C", "C", "N", "N", "O", "H", "H", "H", "H", "H", "H", "H"],
  "positions_angstrom": [[0.1548, 0.5967, 0.7552], [0.0315, -1.5792, -0.5856], [0.6935, -0.6165, 0.0431], [-0.6384, 1.2514, -0.1333], [0.5125, -2.2510, -1.5943], [-0.4524, 0.3557, 1.6385], [1.1150, 1.2139, 1.1542], [-1.0897, -1.8951, -0.2513], [1.7212, -0.6592, -0.1135], [-1.6541, 1.0105, -0.2086], [-0.2174, 1.8052, -0.9083], [1.3958, -1.9685, -1.9088]]
}

---

*3*
{
  "formula": "C2H7N2O",
  "method": "wB97M-V/def2-TZVPD",
  "homo_lumo_gap_ev": 7.65,
  "total_charge": 1,
  "homo_energy_ev": -13.193,
  "spin_multiplicity": 1,
  "smiles": "NOCC=[NH2+]",
  "e_lumo_ev": -5.542,
  "elements": ["C", "C", "N", "N", "O", "H", "H", "H", "H", "H", "H", "H"],
  "positions_angstrom": [[-0.1534, -0.4260, 0.4755], [1.0117, 0.3101, -0.0685], [-2.1317, 0.3467, -0.3813], [2.2154, -0.0314, -0.2683], [-1.2403, -0.6854, -0.4480], [-0.0744, -1.3437, 1.1174], [-0.5509, 0.3595, 1.1470], [0.7091, 1.3139, -0.4314], [-2.3791, 0.3658, 0.5983], [-2.9560, 0.1544, -0.9860], [2.6343, -0.8692, 0.0008], [2.9152, 0.5054, -0.7556]]
}

---

*4*
{
  "formula": "C2H7N2O",
  "method": "wB97M-V/def2-TZVPD",
  "homo_lumo_gap_ev": 10.42,
  "total_charge": 1,
  "homo_energy_ev": -14.209,
  "spin_multiplicity": 1,
  "e_lumo_ev": -3.792,
  "elements": ["C", "C", "N", "N", "O", "H", "H", "H", "H", "H", "H", "H"],
  "positions_angstrom": [[0.9310, 0.6241, 0.7969], [-0.3027, 0.4421, -0.2183], [-0.7906, -0.3290, 0.9041], [-0.2258, -0.6183, -1.2593], [0.4316, -0.2561, 1.7001], [1.7519, 0.3034, 0.2591], [1.0214, 1.6118, 1.1283], [-0.7654, 1.3867, -0.5701], [-1.6617, -0.1670, 1.4075], [-0.0720, -1.4047, -0.5492], [0.6940, -0.7399, -1.7902], [-1.0118, -0.8532, -1.8089]]
}

---

Quick ranking, most stable first: *2*, *3*, *1*, *4*.

---

*1*
{
  "formula": "C2H7N2O",
  "method": "wB97M-V/def2-TZVPD",
  "homo_lumo_gap_ev": 9.28,
  "total_charge": 1,
  "homo_energy_ev": -14.681,
  "spin_multiplicity": 1,
  "smiles": "NOCC=[NH2+]",
  "e_lumo_ev": -5.397,
  "elements": ["C", "C", "N", "N", "O", "H", "H", "H", "H", "H", "H", "H"],
  "positions_angstrom": [[-0.8971, -0.2224, 0.0796], [0.1296, 0.1880, -0.8197], [0.4216, 0.6688, 1.7297], [0.7358, -0.5701, -1.6867], [-0.9121, 0.4416, 1.2969], [-1.9684, -0.3458, -0.3123], [-0.7299, -1.3975, 0.1311], [0.3006, 1.2790, -0.7861], [0.6490, 0.1697, 2.7018], [0.4661, 1.6551, 1.9523], [0.3722, -1.4936, -1.8927], [1.4324, -0.3728, -2.3939]]
}

---

*2*
{
  "formula": "C2H7N2O",
  "method": "wB97M-V/def2-TZVPD",
  "homo_lumo_gap_ev": 11.03,
  "total_charge": 1,
  "homo_energy_ev": -15.093,
  "spin_multiplicity": 1,
  "e_lumo_ev": -4.061,
  "elements": ["C", "C", "N", "N", "O", "H", "H", "H", "H", "H", "H", "H"],
  "positions_angstrom": [[-0.2219, 0.1684, 0.2038], [-0.0047, 0.0598, -1.6920], [-0.4061, 1.5297, 0.6086], [0.5398, -0.9407, 1.0035], [-1.4756, 0.4180, 0.5753], [0.1681, -1.0246, -1.7431], [0.7823, 0.7483, -2.0886], [-0.9736, 0.3912, -2.1383], [-0.4594, 1.9678, 1.5622], [0.0138, -1.8251, 1.1372], [0.5272, -0.4610, 1.9083], [1.5102, -1.0318, 0.6630]]
}

---

Quick ranking, most stable first: *1*, *2*.

---

*1*
{
  "formula": "C6H10N",
  "method": "wB97M-V/def2-TZVPD",
  "homo_lumo_gap_ev": 8.04,
  "total_charge": 1,
  "homo_energy_ev": -12.903,
  "spin_multiplicity": 1,
  "smiles": "C#[N+]C/C(C)=C/C",
  "e_lumo_ev": -4.863,
  "elements": ["C", "C", "C", "C", "C", "C", "N", "H", "H", "H", "H", "H", "H", "H", "H", "H", "H"],
  "positions_angstrom": [[-0.1156, -0.0543, 0.1637], [0.1740, 1.3990, 0.1974], [3.3898, 0.1920, -0.2180], [1.1726, -0.9483, 0.2002], [-1.2623, -0.8005, 0.2010], [-2.6580, -0.3157, -0.2341], [2.4603, -0.3417, 0.1920], [0.8116, 1.7420, 1.0397], [0.3849, 1.8430, -0.7929], [4.2832, 0.5670, -0.6667], [-0.7495, 1.8734, 0.3212], [1.2018, -1.5280, 1.1493], [0.9538, -1.4707, -0.8472], [-0.9837, -1.8861, 0.2833], [-3.4171, -1.0828, -0.4218], [-2.5988, 0.3834, -1.0299], [-3.0470, 0.4283, 0.4629]]
}

---

*2*
{
  "formula": "C6H10N",
  "method": "wB97M-V/def2-TZVPD",
  "homo_lumo_gap_ev": 8.46,
  "total_charge": 1,
  "homo_energy_ev": -14.469,
  "spin_multiplicity": 1,
  "e_lumo_ev": -6.011,
  "elements": ["C", "C", "C", "C", "C", "C", "N", "H", "H", "H", "H", "H", "H", "H", "H", "H", "H"],
  "positions_angstrom": [[1.0159, 1.5283, -0.3294], [-0.1022, 0.5811, -0.0076], [-1.8221, -1.0877, -0.0456], [-1.3212, 0.2216, -0.5965], [1.8041, -0.7355, 0.1210], [1.2097, 0.4232, 0.6656], [-2.2096, 0.0535, 0.5302], [1.1654, 2.5546, 0.1117], [-2.4562, -1.6746, -0.6145], [-1.2550, -1.8997, 0.5594], [-1.6169, 0.5827, -1.6566], [1.0808, -1.5508, -0.1254], [2.5714, -0.5144, -0.6476], [2.1381, -1.1996, 1.0504], [1.4183, 0.6224, 1.6179], [-3.1014, 0.5406, 0.6021], [1.4810, 1.5543, -1.2349]]
}

---

*3*
{
  "formula": "C6H10N",
  "method": "wB97M-V/def2-TZVPD",
  "homo_lumo_gap_ev": 8.21,
  "total_charge": 1,
  "homo_energy_ev": -13.252,
  "spin_multiplicity": 1,
  "smiles": "C=C[N+]1=CCCC1",
  "e_lumo_ev": -5.047,
  "elements": ["C", "C", "N", "C", "C", "C", "C", "H", "H", "H", "H", "H", "H", "H", "H", "H", "H"],
  "positions_angstrom": [[-2.5445, -0.5671, 0.6550], [-1.8275, -0.3014, -0.5188], [-0.3911, -0.0541, -0.3986], [0.0143, 1.1834, -0.3400], [1.5801, 1.1489, -0.2690], [1.6990, -0.1867, 0.5757], [0.7150, -1.0383, -0.3256], [-3.0260, -1.5458, 0.7960], [-2.5428, 0.2277, 1.4249], [-2.3020, -0.2128, -1.5089], [-0.6495, 2.0598, -0.3404], [1.9792, 2.0325, 0.2508], [1.9365, 0.9859, -1.3075], [1.1752, 0.1052, 1.5064], [2.7021, -0.6192, 0.6829], [1.1249, -1.4138, -1.2737], [0.3571, -1.8042, 0.3909]]
}

---

*4*
{
  "formula": "C6H10N",
  "method": "wB97M-V/def2-TZVPD",
  "homo_lumo_gap_ev": 9.97,
  "total_charge": 1,
  "homo_energy_ev": -13.713,
  "spin_multiplicity": 1,
  "e_lumo_ev": -3.739,
  "elements": ["C", "C", "C", "C", "C", "C", "N", "H", "H", "H", "H", "H", "H", "H", "H", "H", "H"],
  "positions_angstrom": [[0.2874, 0.5645, -0.5290], [1.5603, -0.0086, -0.3014], [-0.9882, 1.1746, -0.1886], [-1.8554, 0.0894, 0.6237], [0.7083, -0.4971, -1.2560], [2.7214, 0.0994, 0.5326], [-1.5940, -1.1170, -0.1842], [-0.8724, 2.1886, 0.4061], [-1.4613, 1.4186, -1.0986], [-1.5352, -0.0576, 1.6123], [-2.8952, 0.4774, 0.6116], [0.6545, -1.2237, -2.0864], [2.8743, -0.9204, 0.9131], [2.4181, 0.7042, 1.3259], [3.5899, 0.3565, -0.0236], [-1.2343, -1.9412, 0.3792], [-2.3783, -1.3074, -0.7366]]
}

---

Quick ranking, most stable first: *4*, *1*, *3*, *2*.

---

*1*
{
  "formula": "C6H10N",
  "method": "wB97M-V/def2-TZVPD",
  "homo_lumo_gap_ev": [7.10, 7.10],
  "total_charge": 1,
  "homo_energy_ev": [-13.426, -13.426],
  "spin_multiplicity": 1,
  "e_lumo_ev": [-6.327, -6.327],
  "elements": ["C", "C", "C", "C", "C", "C", "N", "H", "H", "H", "H", "H", "H", "H", "H", "H", "H"],
  "positions_angstrom": [[2.5089, 1.3870, 0.1358], [1.4606, 0.8941, -0.5486], [-0.9044, 0.2576, -0.8301], [0.2999, 0.3159, 0.0228], [0.2933, -0.4055, 1.2515], [-2.4802, -1.5789, -0.3749], [-1.8113, -0.5678, -0.1344], [3.4357, 1.7210, -0.2925], [1.6243, 1.0041, -1.5987], [-1.3686, 1.2446, -0.9170], [-0.7182, -0.0902, -1.8931], [0.0710, -1.4722, 1.3914], [-0.7343, -0.0626, 1.6405], [1.1949, -0.2489, 1.8710], [-2.4351, -2.0159, -1.3832], [2.4943, 1.5277, 1.1750], [-2.9307, -1.9100, 0.4846]]
}

---

*2*
{
  "formula": "C6H10N",
  "method": "wB97M-V/def2-TZVPD",
  "homo_lumo_gap_ev": [6.55, 9.08],
  "total_charge": 1,
  "homo_energy_ev": [-12.823, -13.870],
  "spin_multiplicity": 1,
  "e_lumo_ev": [-6.277, -4.786],
  "elements": ["C", "C", "C", "C", "C", "C", "N", "H", "H", "H", "H", "H", "H", "H", "H", "H", "H"],
  "positions_angstrom": [[-0.8654, -0.4999, -0.2025], [-2.7221, -1.3067, 1.1723], [-0.4843, 1.7924, -1.1895], [0.6442, 1.2555, -0.4210], [0.5569, -0.2896, -0.5074], [1.5190, -1.0369, 0.4130], [-1.6924, -0.9523, 0.5235], [-3.0552, -0.7019, 2.0007], [-3.2254, -2.2257, 0.9231], [-0.6742, 1.4200, -2.1829], [-1.0545, 2.6425, -0.8575], [1.5925, 1.6050, -0.8492], [0.6189, 1.5765, 0.6219], [0.7287, -0.5904, -1.5470], [1.6241, -2.0738, 0.1073], [1.1841, -1.0113, 1.4467], [2.4962, -0.5652, 0.3610]]
}

---

*3*
{
  "formula": "C6H10N",
  "method": "wB97M-V/def2-TZVPD",
  "homo_lumo_gap_ev": 9.98,
  "total_charge": 1,
  "homo_energy_ev": -14.780,
  "spin_multiplicity": 1,
  "smiles": "CC(C)C=C=C=[NH2+]",
  "e_lumo_ev": -4.802,
  "elements": ["C", "C", "C", "C", "C", "C", "N", "H", "H", "H", "H", "H", "H", "H", "H", "H", "H"],
  "positions_angstrom": [[0.5241, -2.0320, 1.3294], [-0.5565, -1.5327, 0.9865], [-0.4036, -0.2465, 0.7254], [-1.7259, 0.5716, -1.1746], [0.4955, 1.5817, -0.6883], [-0.1601, 0.2462, -0.6963], [1.7337, -1.9715, 1.6588], [-0.6050, 0.6041, 1.3627], [-1.6648, 1.0560, -2.1816], [-2.3774, 1.1249, -0.5517], [-2.0115, -0.4404, -1.1399], [0.2989, 2.2797, -1.4589], [1.5646, 1.3688, -0.5437], [0.1694, 2.1676, 0.2294], [0.1947, -0.4684, -1.4196], [2.0561, -2.0989, 2.5979], [2.4677, -2.2102, 0.9644]]
}

---

*4*
{
  "formula": "C6H10N",
  "method": "wB97M-V/def2-TZVPD",
  "homo_lumo_gap_ev": 7.94,
  "total_charge": 1,
  "homo_energy_ev": -13.862,
  "spin_multiplicity": 1,
  "e_lumo_ev": -5.925,
  "elements": ["C", "C", "C", "C", "C", "C", "N", "H", "H", "H", "H", "H", "H", "H", "H", "H", "H"],
  "positions_angstrom": [[1.0158, -1.7398, 1.4332], [0.5983, -0.8847, 2.2299], [0.4659, -0.2929, -1.5689], [0.4262, 1.1974, -1.6755], [-1.7327, 0.4131, -0.1026], [-0.3433, 0.4591, -0.5311], [-0.6914, 0.6778, 0.8227], [1.4169, -2.7041, 1.6111], [0.6902, -1.4805, 0.3968], [0.3320, -0.0808, 2.8661], [-0.2076, -0.8700, -2.1107], [1.3719, -0.9119, -1.4306], [1.2806, 1.7836, -1.5282], [-0.3234, 1.6482, -2.4169], [-2.3234, 1.3462, -0.4662], [-2.3667, -0.4273, -0.1158], [-0.6116, 1.7191, 1.0497]]
}

---

Quick ranking, most stable first: *1*, *2*, *3*, *4*.

---

*1*
{
  "formula": "C6H10N",
  "method": "wB97M-V/def2-TZVPD",
  "homo_lumo_gap_ev": [8.67, 7.43],
  "total_charge": 1,
  "homo_energy_ev": [-13.754, -12.919],
  "spin_multiplicity": 1,
  "e_lumo_ev": [-5.083, -5.485],
  "elements": ["C", "C", "C", "C", "C", "C", "N", "H", "H", "H", "H", "H", "H", "H", "H", "H", "H"],
  "positions_angstrom": [[1.4561, -0.0578, -0.3045], [2.6881, -0.4061, -0.3356], [-0.1818, -0.7424, 1.2194], [0.2068, 0.2499, 0.2019], [-0.1283, 1.7630, 0.2530], [-2.1131, -0.4812, -0.4946], [-0.8209, -0.8984, -0.0486], [3.2986, -0.4104, -1.1145], [3.2249, -0.4647, 0.6248], [0.4597, -1.6652, 1.5793], [-1.0746, 1.8148, 0.7335], [-0.0578, 2.0004, -0.7369], [0.6707, 2.2502, 0.8569], [-1.8895, -0.0663, -1.4410], [-2.7106, -1.2717, -0.6480], [-2.4737, 0.0619, 0.2598], [-0.5547, -1.6759, -0.6048]]
}

---

*2*
{
  "formula": "C6H10N",
  "method": "wB97M-V/def2-TZVPD",
  "homo_lumo_gap_ev": 11.38,
  "total_charge": 1,
  "homo_energy_ev": -15.591,
  "spin_multiplicity": 1,
  "smiles": "CC1(C)[C@H]2[N@@H+]3C[C@]231",
  "e_lumo_ev": -4.215,
  "elements": ["C", "C", "C", "C", "C", "C", "N", "H", "H", "H", "H", "H", "H", "H", "H", "H", "H"],
  "positions_angstrom": [[-2.2626, -0.0953, -0.3055], [-0.1767, -0.8921, -0.8627], [-0.9075, 0.2867, -0.4451], [0.5046, 0.1403, 0.0064], [0.9974, -0.1904, 1.4142], [1.4673, 1.0633, -0.7773], [-1.3306, -1.2054, 0.0232], [-2.7482, 0.4984, 0.5029], [-2.9560, -0.1533, -1.1703], [0.0848, -1.3790, -1.8246], [0.4992, 0.4659, 2.1616], [1.9923, -0.1225, 1.2624], [0.8353, -1.1947, 1.6687], [0.9454, 2.0675, -0.7625], [1.8015, 0.7908, -1.8185], [2.4713, 1.2191, -0.1576], [-1.2176, -1.2994, 1.0846]]
}

---

Quick ranking, most stable first: *2*, *1*.